Record 1
A cluster of 2 separate species, C5H12NO2 in total, computed with the ωB97M-V functional and the def2-TZVPD basis.

Its charge is -1. The calculation puts the orbital gap at 7.12 eV.

Atoms and positions in Å:
O1 1.48 3.01 -0.37
O2 1.47 0.52 -0.69
N1 0.64 0.55 1.33
C1 -1.30 -0.58 0.15
C2 -0.61 -0.20 1.57
C3 1.71 0.02 0.56
C4 -1.44 -1.83 -1.86
C5 -0.71 -1.39 -0.85
H1 0.38 -1.72 -0.78
H2 0.35 1.40 0.96
H3 -2.33 -0.79 0.40
H4 1.84 -1.08 0.48
H5 -1.24 0.47 -0.40
H6 -2.46 -1.47 -2.17
H7 2.61 0.69 0.95
H8 0.59 3.26 -0.51
H9 -1.05 -2.30 -2.66
H10 -1.24 0.54 2.17
H11 -0.40 -1.07 2.21
H12 1.72 1.96 -0.47


Record 2
An isolated molecule of C10H21BNO2S, computed with the ωB97M-V functional and the def2-TZVPD basis.

Its expectation value of S² is 0.754. As for the spin multiplicity: 2. Its charge is 0. The calculation puts the orbital gap (alpha / beta) at 8.23 / 9.40 eV.

Atoms and positions in Å:
S1 1.21 0.29 -3.04
O1 -2.51 0.47 1.23
O2 3.40 0.39 -0.90
N1 -1.37 0.21 0.72
C1 -0.39 1.32 0.66
C2 0.86 0.07 -1.24
C3 -1.32 -1.02 -0.12
C4 0.63 1.14 1.80
C5 -1.16 -2.21 0.85
C6 -0.21 -1.04 -1.21
C7 -1.13 2.64 0.87
C8 2.50 -1.53 0.42
C9 0.30 1.39 -0.71
C10 -2.67 -1.16 -0.84
B1 2.27 -0.33 -0.57
H1 1.73 -2.31 0.40
H2 -1.53 2.72 1.87
H3 -2.60 -1.99 -1.54
H4 2.54 -1.14 1.44
H5 0.30 -2.00 -1.15
H6 3.47 -2.00 0.21
H7 -2.90 -0.26 -1.41
H8 3.32 1.35 -0.82
H9 -0.41 3.45 0.72
H10 -2.13 -2.48 1.27
H11 1.84 1.47 -2.95
H12 -1.92 2.77 0.13
H13 -3.48 -1.36 -0.14
H14 0.23 1.55 2.73
H15 -0.40 1.81 -1.44
H16 1.11 2.11 -0.60
H17 1.56 1.67 1.58
H18 0.87 0.09 1.95
H19 -0.76 -3.09 0.34
H20 -0.72 -1.05 -2.18
H21 -0.52 -1.95 1.69


Record 3
An isolated molecule of C5H4N2O, computed with the ωB97M-V functional and the def2-TZVPD basis.

Its charge is 0. Its SMILES is O=C/N=C1\C=CC=N1. The calculation puts the orbital gap at 8.44 eV.

Atoms and positions in Å:
O1 2.76 0.51 -0.65
N1 0.99 -0.83 0.29
N2 -1.26 -1.14 -0.19
C1 -1.98 0.99 0.01
C2 -0.15 -0.39 0.11
C3 2.22 -0.11 0.35
C4 -0.60 1.06 0.20
C5 -2.31 -0.36 -0.22
H1 2.73 -0.48 1.18
H2 -2.60 1.95 0.07
H3 -3.26 -0.88 -0.31
H4 -0.08 2.02 0.82


Record 4
An isolated molecule of C21H31N3O3, computed with the ωB97M-V functional and the def2-TZVPD basis.

Its charge is 0. Its SMILES is Cc1cccc(C)c1NC(=O)NC1(C(=O)NC[C@@H]2CCCO2)CCCCC1. The calculation puts the orbital gap at 9.56 eV.

Atoms and positions in Å:
O1 -1.71 0.37 0.09
O2 -0.66 3.58 2.79
O3 2.21 0.93 2.42
N1 0.39 -0.49 -0.21
N2 -1.45 -1.60 -0.97
N3 -0.04 0.91 2.25
C1 2.52 1.55 -2.30
C2 -0.69 -2.73 -1.37
C3 -1.09 -3.69 0.91
C4 -0.95 -0.50 -0.33
C5 1.20 0.83 1.75
C6 -0.30 1.34 3.59
C7 -0.14 -2.77 -2.65
C8 0.26 -4.87 -0.86
C9 1.07 1.89 -1.96
C10 -0.49 -3.77 -0.46
C11 -1.22 2.57 3.61
C12 -0.35 -1.66 -3.64
C13 2.69 0.25 -0.17
C14 -1.69 4.19 2.04
C15 0.81 -4.92 -2.13
C16 1.26 0.61 0.22
C17 -2.72 3.10 1.78
C18 0.86 1.94 -0.45
C19 0.62 -3.89 -3.01
C20 2.91 0.22 -1.68
C21 -2.64 2.28 3.08
H1 -0.80 -4.55 1.50
H2 2.95 -0.72 0.28
H3 -0.76 -2.79 1.42
H4 -2.45 -1.70 -0.92
H5 3.96 0.00 -1.89
H6 0.60 -1.17 -3.86
H7 -0.76 0.54 4.18
H8 -0.74 -2.05 -4.57
H9 0.67 1.60 4.03
H10 -1.27 2.94 4.65
H11 -3.39 2.62 3.80
H12 3.35 0.99 0.28
H13 -0.83 0.89 1.60
H14 -2.18 -3.65 0.85
H15 0.88 -1.30 -0.57
H16 -1.04 -0.92 -3.24
H17 -3.72 3.51 1.60
H18 0.41 -5.68 -0.17
H19 -2.80 1.22 2.89
H20 1.47 2.73 -0.02
H21 -1.24 4.60 1.13
H22 1.40 -5.78 -2.42
H23 3.17 2.34 -1.91
H24 -2.13 5.02 2.62
H25 2.31 -0.58 -2.13
H26 -2.44 2.49 0.93
H27 2.66 1.52 -3.38
H28 0.41 1.13 -2.40
H29 0.80 2.85 -2.40
H30 1.05 -3.93 -4.00
H31 -0.18 2.16 -0.24


Relative energy (zero: lowest compared OMol25 entry of this formula, charge and spin), record by record: 4.770; 0.000; 2.583; 0.000 eV
Largest force on an atom, record by record: 5.7; 1.0; 6.2; 0.7 eV/A